50
Properties=species:S:1:pos:R:3:forces:R:3 method="wB97M-V/def2-TZVPD" mol_weight_g_mol=431.5 homo_ev=-7.8 homo_lumo_gap_ev=8.416 lumo_energy_ev=0.60 total_charge=0
C 3.3517 1.5207 -3.7608 -0.0021 -0.0002 -0.3168
C 3.1165 1.1381 -2.3299 -0.0111 0.0321 0.2089
C 2.9899 2.1464 -1.3711 0.0012 -0.2158 0.3443
C 2.8955 1.8204 -0.0201 -0.0002 -0.2910 -0.0498
C 2.9570 0.4798 0.3887 0.0279 0.1314 -0.1468
C 3.0633 0.1649 1.8697 -1.8880 0.4172 -0.5306
S 1.8337 -1.1923 2.2086 0.1819 -0.9259 0.1073
C 0.8310 -0.5786 3.7013 0.1720 0.5976 0.8429
F 0.3646 -1.6132 4.4162 0.2876 0.7032 -0.7882
F 1.6114 0.1826 4.5216 -0.6809 -0.7421 -0.7592
F -0.1836 0.1935 3.2795 0.5385 -0.6054 0.2279
O 0.8580 -1.3095 1.1520 0.4440 0.3107 0.6946
O 2.5684 -2.3585 2.6497 -0.7697 0.6963 -0.3442
C 2.9962 -0.5388 -0.5748 0.2848 0.3386 -0.2088
C 3.0651 -0.2010 -1.9280 0.0713 0.1441 0.1458
H 3.4872 0.6308 -4.3812 -0.0425 0.1634 0.0034
H 2.5238 2.1122 -4.1696 0.0945 -0.1475 0.0756
H 4.2555 2.1372 -3.8473 -0.1504 -0.1479 0.0125
H 2.9911 3.1923 -1.6829 -0.0131 -0.2667 0.0871
H 2.7903 2.6026 0.7377 0.0890 -0.2115 -0.2838
H 2.6637 0.9959 2.4757 0.1772 -0.0697 -0.2816
H 2.9916 -1.5974 -0.2981 0.0276 0.4219 0.0001
H 3.1059 -0.9877 -2.6870 0.0226 0.2465 0.2901
C 5.4216 1.0040 1.9514 0.0288 0.0454 -0.6497
C 4.4669 -0.1388 2.3116 0.9327 -0.9293 1.4518
N 4.5084 -0.4154 3.7657 0.1759 0.4955 -0.7550
C 4.7100 -1.6673 4.3383 -0.1592 0.1425 0.6626
C 4.9922 -2.8872 3.7436 0.3550 -0.5812 0.3237
C 5.1174 -4.0032 4.5848 -0.1416 0.5634 -0.1692
C 4.9397 -3.8923 5.9765 -0.0077 0.0623 0.3079
C 4.6894 -2.6534 6.5717 0.0522 -0.0658 -0.5616
C 4.5788 -1.5400 5.7405 0.2358 -0.5778 -0.3582
C 4.3663 -0.1504 6.0246 0.1200 0.4433 -0.5517
C 4.3727 0.5377 4.7754 -0.0128 -0.3576 0.6843
C 4.2640 1.9294 4.7434 -0.0946 0.0280 0.2362
C 4.0863 2.5968 5.9653 -0.0803 -0.2950 -0.0817
C 4.0252 1.9058 7.1878 0.0764 -0.1955 -0.0179
C 4.2035 0.5184 7.2231 -0.1241 0.4416 -0.0719
H 5.7593 0.8497 0.9184 -0.0363 0.2240 0.2294
H 4.9041 1.9719 1.9918 0.3170 -0.2516 -0.0571
H 6.2999 1.0307 2.6083 -0.3321 -0.1191 -0.1036
H 4.7962 -1.0693 1.8237 -0.0596 0.3502 0.1300
H 5.1158 -2.9674 2.6646 -0.0596 -0.1599 0.3174
H 5.3466 -4.9740 4.1456 -0.0967 0.2420 0.1332
H 4.9991 -4.7883 6.6014 0.0602 0.3203 -0.2603
H 4.5853 -2.4916 7.6428 0.0217 -0.4072 -0.1384
H 4.3227 2.4817 3.8080 -0.1022 -0.0315 0.3792
H 3.9849 3.6830 5.9655 0.0204 -0.3051 -0.0242
H 3.8382 2.4514 8.1131 0.1568 -0.0871 -0.2766
H 4.2213 -0.0705 8.1426 -0.1083 0.4258 -0.1086

57
Properties=species:S:1:pos:R:3:forces:R:3 method="wB97M-V/def2-TZVPD" mol_weight_g_mol=731.4 homo_ev=-2.0 de_lowest_kcal_mol=32.3 homo_lumo_gap_ev=6.346 lumo_energy_ev=4.38 total_charge=-2
Pd -0.8537 -0.1098 -1.0877 0.1696 0.0011 0.1545
O -2.7998 0.1111 -0.5715 -0.0705 -0.0128 0.0493
C -3.8255 -0.4898 -1.0450 0.0088 0.0039 -0.0300
C -5.0876 -0.2305 -0.4270 0.0064 -0.0086 -0.0150
C -6.2514 -0.8164 -0.8477 -0.0141 0.0025 0.0007
C -6.2556 -1.7157 -1.9233 0.0101 -0.0066 0.0029
C -5.0565 -1.9862 -2.5443 -0.0005 0.0236 -0.0019
C -3.8477 -1.3968 -2.1522 0.0309 0.0090 0.0018
C -2.6261 -1.7234 -2.8739 -0.0299 -0.0070 0.0657
N -1.4058 -1.3032 -2.6027 0.0120 -0.0241 -0.1601
C -0.5395 -1.8644 -3.5092 -0.0071 -0.0472 0.0164
C -1.2479 -2.6385 -4.3645 -0.0057 -0.0002 -0.0038
N -2.5660 -2.5405 -3.9584 -0.0024 -0.0075 -0.0010
H -5.0710 0.4511 0.4139 0.0031 0.0007 -0.0001
H -7.1791 -0.5884 -0.3329 0.0029 0.0001 0.0014
H -7.1685 -2.1976 -2.2485 -0.0001 0.0020 -0.0018
H -5.0616 -2.6971 -3.3652 -0.0015 0.0094 -0.0077
H 0.5163 -1.6734 -3.4268 -0.0032 0.0102 0.0072
H -0.9473 -3.2586 -5.1894 -0.0004 0.0005 0.0015
H -3.3489 -3.0075 -4.3719 0.0040 -0.0145 0.0105
C 3.4966 -0.2368 1.7827 0.0081 -0.0008 -0.0121
O 2.4273 0.6837 1.6713 -0.0116 0.0163 0.0037
C 1.9392 1.2574 2.7884 0.0435 0.0095 -0.0180
C 2.2886 0.8425 4.0673 0.0086 -0.0072 0.0071
C 1.7932 1.4819 5.1985 -0.0040 0.0098 -0.0070
C 0.9322 2.5520 5.0464 0.0116 -0.0047 0.0135
C 0.5693 2.9559 3.7683 -0.0253 -0.0063 -0.0245
C 1.0430 2.3340 2.6139 -0.1021 -0.0116 0.0488
N 0.6365 2.8665 1.3791 0.1225 -0.0412 -0.0372
C 0.4205 2.0560 0.1560 -0.0223 -0.0720 -0.0120
C 1.7125 1.8613 -0.6462 0.0128 0.0077 -0.0102
C 2.7061 2.8285 -0.5924 -0.0053 0.0072 -0.0074
C 3.9064 2.7186 -1.2849 0.0004 -0.0072 -0.0044
C 4.1174 1.5887 -2.0662 0.0064 0.0106 0.0029
C 3.1367 0.6193 -2.1575 -0.0144 0.0047 0.0103
C 1.9063 0.7283 -1.4737 0.0117 0.0096 0.0448
O 1.0431 -0.2491 -1.6547 -0.0131 -0.0174 -0.0736
H 3.7565 -0.5029 0.7606 0.0050 0.0053 -0.0049
H 3.2022 -1.1387 2.3206 0.0040 0.0169 0.0092
H 4.3564 0.2342 2.2751 0.0042 -0.0011 -0.0031
H 2.9298 -0.0199 4.1768 -0.0067 -0.0041 -0.0007
H 2.0714 1.1252 6.1827 -0.0009 0.0003 0.0007
H 0.5243 3.0649 5.9098 0.0017 0.0030 -0.0013
H -0.1181 3.7882 3.6465 -0.0056 -0.0064 0.0036
H -0.2172 3.3808 1.5376 0.0333 0.0577 -0.0115
H -0.2053 2.7404 -0.4556 -0.0143 -0.0001 0.0142
H 2.5359 3.6819 0.0543 -0.0011 -0.0020 0.0012
H 4.6654 3.4877 -1.1974 0.0006 0.0013 -0.0010
H 5.0510 1.4583 -2.6050 0.0009 0.0028 0.0003
H 3.2863 -0.2717 -2.7569 -0.0021 -0.0020 0.0040
F 0.3375 -3.6161 -0.6056 -0.0193 0.0486 -0.0145
Te 0.8623 -2.7069 1.0674 -0.0794 -0.0967 -0.0503
F 2.7246 -3.3501 0.7625 -0.0181 -0.0073 -0.0027
F 0.6566 -4.4625 1.7304 0.1098 -0.0558 0.0221
F 1.4083 -2.3939 2.9559 -0.0324 0.0146 0.0056
F -1.0212 -2.6253 1.5987 -0.0102 -0.0115 -0.0083
O -0.2586 0.9133 0.4736 -0.1094 0.1950 0.0221

58
Properties=species:S:1:pos:R:3:forces:R:3 method="wB97M-V/def2-TZVPD" mol_weight_g_mol=553.5 homo_ev=-10.2 homo_lumo_gap_ev=8.346 lumo_energy_ev=-1.82 total_charge=0
O -0.0827 3.8071 1.7198 -1.4190 -0.2319 0.3042
C -1.2323 3.5206 1.8973 1.3964 0.4925 -0.2025
F -1.6828 3.1255 3.0717 -0.1098 -0.0326 -0.0862
N -2.2616 3.5534 0.9051 0.8412 -0.5128 0.3470
C -2.2115 2.4227 0.0784 -0.4907 0.4653 -0.6785
O -2.5469 2.4364 -1.0744 0.1829 -0.1407 0.5203
O -1.7480 1.3451 0.7659 0.5355 0.2037 -0.0636
S -1.2318 0.0605 -0.2164 -0.2761 -0.5323 -0.7806
O -1.2654 -1.0500 0.6914 0.0163 -0.1206 0.3739
O 0.3187 0.4726 -0.4215 -0.8366 0.2633 0.4918
C 1.2088 -0.6705 -0.4957 0.9823 -0.0513 0.1735
C 2.4187 -0.2331 -1.2988 -0.8871 0.1344 0.1809
C 2.0524 0.1793 -2.7062 0.7535 0.5720 -0.0225
O 3.1114 0.9312 -3.3044 -0.0427 -0.2856 -0.1955
H -2.1416 4.3814 0.3369 -0.2193 0.1732 -0.0985
H 0.7374 -1.5487 -0.9079 -0.3772 -0.0130 -0.2985
H 1.5371 -0.9285 0.5040 -0.1516 -0.0076 0.2847
H 3.1287 -1.0428 -1.3184 0.3078 -0.1680 0.0932
H 2.8324 0.6060 -0.7439 0.2854 0.2635 -0.0930
H 1.1514 0.7824 -2.7167 -0.3278 -0.0049 0.0148
H 1.9287 -0.6906 -3.3312 -0.2421 -0.2935 -0.1645
H 3.4703 1.4967 -2.6209 0.1284 0.2591 0.0743
C 2.1658 -6.3902 -3.0957 0.0005 0.0151 0.0733
C 2.1419 -5.3750 -2.2372 0.0035 -0.0541 0.0003
C 2.1104 -3.9694 -2.7076 -0.0067 -0.0419 0.1092
O 2.0905 -3.0476 -1.9138 0.0186 -0.3148 -0.2682
C 2.1055 -3.7365 -4.1720 -0.0013 0.0111 0.0007
C 2.1295 -4.7511 -5.0315 -0.0017 0.0673 0.0180
C 2.1607 -6.1590 -4.5617 -0.0038 -0.0167 -0.0139
O 2.1808 -7.0823 -5.3437 0.0052 -0.0314 -0.0304
H 2.1893 -7.4231 -2.7728 -0.0027 -0.0138 -0.0372
H 2.1441 -5.5221 -1.1648 -0.0037 0.0420 0.0067
H 2.0827 -2.7057 -4.4985 0.0064 0.0415 0.0146
H 2.1272 -4.6025 -6.1036 -0.0015 -0.0359 -0.0075
C -4.4934 -5.4360 0.2695 -0.0494 -0.0344 0.0229
C -4.8394 -5.7608 1.5120 -0.0051 -0.0073 -0.0704
C -4.1326 -5.1842 2.6840 0.0057 0.0260 0.0309
O -4.4478 -5.4835 3.8152 -0.0170 -0.0232 0.0284
C -3.0278 -4.2316 2.4158 0.0068 0.0050 -0.0568
C -2.6811 -3.9057 1.1731 0.0664 -0.0457 0.0556
C -3.3873 -4.4824 0.0030 0.0053 0.0178 0.0047
O -3.0735 -4.1871 -1.1306 0.0210 -0.0155 -0.0336
H -4.9947 -5.8453 -0.5985 0.0199 0.0234 -0.0235
H -5.6427 -6.4532 1.7287 0.0055 0.0035 0.0431
H -2.5264 -3.8217 3.2832 -0.0190 -0.0136 0.0212
H -1.8794 -3.2127 0.9574 -0.0465 0.0218 -0.0263
C 0.8314 9.2065 3.9493 -0.0700 -0.0090 -0.0103
C -0.2649 8.5866 3.5214 0.0034 0.0503 0.0322
C -0.1804 7.3162 2.7608 -0.0019 -0.0453 -0.0162
O -1.1809 6.7513 2.3668 -0.0408 -0.0055 -0.0161
C 1.1700 6.7622 2.4975 0.0649 -0.0514 -0.0695
C 2.2669 7.3815 2.9247 -0.0693 -0.0014 -0.0022
C 2.1844 8.6529 3.6855 0.0279 -0.0126 0.0070
O 3.1808 9.2186 4.0777 0.0239 0.0296 0.0140
H 0.7934 10.1346 4.5051 0.0413 0.0017 0.0042
H -1.2594 8.9733 3.7035 -0.0164 -0.0289 -0.0168
H 1.2042 5.8347 1.9416 -0.0358 -0.0155 0.0207
H 3.2608 6.9938 2.7423 0.0171 0.0295 0.0165

52
Properties=species:S:1:pos:R:3:forces:R:3 method="wB97M-V/def2-TZVPD" mol_weight_g_mol=684.1 homo_ev=-15.7 de_lowest_kcal_mol=1.4 homo_lumo_gap_ev=4.674 lumo_energy_ev=-11.06 total_charge=+3
Ti 0.2873 0.1738 0.1340 -0.0578 0.2503 -0.1519
I 7.6134 2.3153 -0.6013 -0.0765 -0.0162 0.0075
C 5.5683 2.0054 -0.4639 0.1268 0.0668 -0.0395
C 4.6890 2.9645 -0.9641 0.0335 -0.0441 0.0303
C 3.3200 2.7669 -0.8748 -0.2741 0.0112 -0.0097
I 1.9651 4.1456 -1.6392 0.0698 0.0002 0.0059
C 2.8550 1.6058 -0.2743 0.4151 0.1463 0.0509
O 1.5126 1.3489 -0.1801 -0.3297 -0.3462 0.0446
C 3.7184 0.6337 0.2280 -0.2324 -0.1142 0.0252
C 3.1396 -0.5904 0.8847 0.0878 0.0592 0.0046
N 1.9682 -1.1707 0.1209 0.0270 -0.0094 0.0318
C 2.3030 -1.4889 -1.3013 -0.0411 0.0105 -0.0327
C 1.1087 -1.3290 -2.2074 0.0366 0.0332 0.0483
C 1.0958 -1.8204 -3.4960 -0.0387 -0.0322 -0.0184
C -0.0149 -1.5938 -4.2980 -0.0059 0.0073 0.0052
C -1.1038 -0.8876 -3.7909 0.0213 -0.0400 -0.0414
C -1.0404 -0.4276 -2.5003 -0.0023 0.0062 0.0664
N 0.0492 -0.6380 -1.7217 -0.0486 0.0180 0.0222
C 5.0820 0.8354 0.1205 0.0252 0.0050 0.0069
H 5.0743 3.8637 -1.4253 -0.0070 0.0024 -0.0042
H 2.7695 -0.3580 1.8895 -0.0153 -0.0250 0.0027
H 3.9068 -1.3580 0.9916 -0.0052 -0.0086 -0.0030
H 1.7360 -2.0421 0.5935 -0.0134 -0.0040 -0.0140
H 2.7041 -2.5005 -1.3770 0.0098 -0.0015 0.0156
H 3.0887 -0.8067 -1.6309 -0.0063 0.0170 0.0040
H 1.9470 -2.3738 -3.8709 -0.0021 -0.0033 0.0021
H -0.0352 -1.9698 -5.3131 -0.0011 0.0004 0.0007
H -1.9845 -0.7032 -4.3895 -0.0061 0.0011 0.0069
H -1.8651 0.1177 -2.0544 -0.0034 0.0029 0.0006
H 5.7747 0.0943 0.4990 -0.0097 -0.0044 0.0011
N -0.9328 0.5249 3.1518 -0.0127 0.0019 0.0174
C -0.8737 -0.8183 2.8270 0.0248 -0.0186 -0.0697
C -1.1236 -1.7675 3.8220 -0.0415 -0.0476 0.0295
C -1.1207 -3.1008 3.4950 0.0030 0.0293 0.0024
C -0.8888 -3.4849 2.1650 -0.0555 0.0161 0.0355
C -0.6204 -2.5100 1.2529 0.0826 -0.0365 -0.0557
N -0.5625 -1.1798 1.5688 0.1571 0.1720 0.0040
C -1.3169 1.5680 2.3242 0.0038 -0.0313 -0.0856
C -1.9385 2.6889 2.8680 -0.0412 0.0503 0.0211
C -2.3084 3.7204 2.0350 0.0158 -0.0257 -0.0062
C -2.0534 3.6334 0.6598 -0.0493 0.0012 0.0509
C -1.4218 2.5191 0.1961 0.0699 0.0051 -0.0922
N -1.0514 1.4880 1.0086 0.1522 -0.1068 0.1100
H -1.0923 0.7038 4.1340 -0.0007 0.0000 -0.0016
H -1.3447 -1.4427 4.8304 -0.0019 0.0019 -0.0038
H -1.3217 -3.8461 4.2537 -0.0001 0.0022 -0.0006
H -0.9260 -4.5219 1.8637 -0.0019 0.0043 -0.0108
H -0.4425 -2.7612 0.2132 0.0041 0.0155 -0.0055
H -2.1390 2.7323 3.9306 -0.0032 -0.0023 -0.0041
H -2.7985 4.5946 2.4439 0.0005 -0.0019 0.0040
H -2.3292 4.4286 -0.0171 0.0010 -0.0078 -0.0097
H -1.1534 2.4296 -0.8533 0.0169 -0.0102 0.0022